No. 1
Below is a molecular structure, C25H30B2F2N8PdSe2 at a distorted geometry, with properties calculated with ωB97M-V/def2-TZVPD.

Geometry as XYZ:
```
70
Properties=species:S:1:pos:R:3:nbo_charge:R:1
Pd -2.353 0.030 0.068 0.969
Se 4.243 -2.710 -0.791 0.528
Se 2.934 -3.511 -2.444 0.524
F -2.471 -3.162 -0.644 -0.472
F -4.204 -1.827 -1.373 -0.458
N -0.586 0.189 1.072 -0.383
N -1.340 2.704 -0.004 -0.336
N -3.457 0.978 1.665 -0.371
N -2.072 1.890 -0.880 -0.365
N 2.275 -0.828 -1.215 -0.463
N 4.445 -5.559 -1.410 -0.466
N -0.366 1.284 1.840 -0.324
N -2.872 2.203 1.984 -0.357
C 0.424 4.578 -0.074 -0.647
C 3.578 -0.944 -1.125 -0.014
C 4.750 -7.772 -2.375 -0.207
C -2.035 1.364 -3.304 -0.640
C 1.094 -0.325 2.449 -0.362
C 3.268 -6.244 -3.476 -0.252
C -5.629 -0.072 1.973 -0.673
C 0.603 0.986 2.693 0.265
C 1.799 0.389 -1.538 0.048
C 5.060 -6.776 -1.400 0.061
C 3.824 -7.497 -3.406 -0.141
C 0.264 -0.764 1.411 0.208
C -1.530 2.115 -2.076 0.203
C -4.755 1.084 2.092 0.213
C 3.626 -5.375 -2.439 0.046
C 4.495 0.074 -1.279 -0.246
C -4.937 2.392 2.664 -0.322
C -0.535 3.525 -0.655 0.280
C 3.992 1.318 -1.406 -0.144
C -3.727 3.045 2.562 0.257
C 1.158 1.887 3.738 -0.648
C 0.172 -2.090 0.657 -0.655
C 2.620 1.495 -1.533 -0.214
C -3.470 4.429 2.991 -0.652
C -0.703 3.204 -2.026 -0.365
B -1.407 2.421 1.548 0.521
B -3.155 -2.057 -0.696 1.071
H -2.901 4.898 2.194 0.234
H -0.314 3.758 -2.890 0.249
H 5.310 -8.714 -2.193 0.259
H 5.575 -0.100 -1.156 0.249
H 5.658 -7.000 -0.505 0.232
H -5.326 -0.887 1.325 0.221
H 1.118 4.195 0.621 0.235
H 1.948 -0.884 2.860 0.252
H -0.343 -2.136 -0.298 0.224
H -0.173 -2.833 1.340 0.241
H 1.812 1.196 4.234 0.237
H 0.765 0.407 -1.672 0.206
H 0.905 5.018 -0.975 0.242
H 4.709 2.118 -1.386 0.246
H -1.237 0.815 -3.714 0.226
H -5.905 -0.534 2.929 0.257
H -6.646 0.199 1.527 0.253
H 1.216 -2.342 0.417 0.234
H -5.832 2.646 3.129 0.243
H 3.514 -8.275 -4.106 0.256
H 2.208 2.518 -1.580 0.243
H 0.487 2.396 4.421 0.253
H 1.850 2.609 3.177 0.234
H -2.994 4.506 3.981 0.252
H 2.552 -5.971 -4.241 0.250
H -0.217 5.225 0.512 0.252
H -4.501 4.925 3.065 0.252
H -0.992 3.396 2.130 -0.019
H -2.470 2.086 -4.001 0.254
H -2.799 0.692 -2.982 0.218
```

Results
- charge = +2
- multiplicity = 5
- LUMO level (alpha / beta) (Ha) = -0.2155 / -0.3096
- energy (eV) = -179278.5540
- ⟨S²⟩ = 6.014

No. 2
Below is a molecular structure, C25H30BCrN11OS3 at a distorted geometry, with properties calculated with ωB97M-V/def2-TZVPD.

Geometry as XYZ:
```
72
Properties=species:S:1:pos:R:3:lowdin_charge:R:1
Cr -0.186 -0.210 -0.138 0.692
S 3.025 2.271 -3.000 0.995
S 1.726 -0.331 -2.078 0.762
S -0.542 -2.644 -1.433 0.784
O 2.267 1.217 0.472 -0.135
N -1.728 -0.440 1.192 0.016
N 0.886 -0.178 2.540 0.043
N -0.186 1.954 1.749 0.047
N 3.362 1.828 0.285 -0.215
N -1.430 -0.060 -1.902 0.055
N 0.981 -0.825 1.371 -0.021
N -1.117 1.170 5.131 0.110
N -0.271 1.684 0.442 -0.021
N -1.542 0.042 2.441 0.047
N -0.195 1.364 4.174 0.000
N 3.976 -0.066 -3.371 -0.060
C 2.379 -2.657 0.403 -0.051
C -0.333 2.839 -0.223 -0.305
C 0.585 2.324 6.004 -0.006
C -3.544 -0.859 2.414 0.019
C -2.953 -0.981 1.154 -0.286
C 4.692 2.160 -3.756 -0.371
C 1.965 -1.722 1.481 -0.308
C -2.615 -0.207 3.196 -0.010
C -1.125 -1.197 -1.822 -1.018
C -0.192 3.280 1.936 -0.019
C -0.434 2.924 -1.699 -0.015
C 2.922 0.539 -2.810 -1.037
C -1.463 1.705 7.494 -0.026
C 0.852 2.064 4.686 -0.102
C 5.713 1.776 -0.055 -0.047
C 5.753 3.158 -0.162 -0.073
C 1.788 -0.658 3.404 -0.005
C 4.516 1.137 0.171 -0.017
C 4.836 0.719 -4.228 -0.209
C 2.507 -1.646 2.767 0.020
C -0.674 1.735 6.236 -0.339
C -0.276 3.888 0.700 0.002
C 4.563 3.857 -0.015 -0.044
C 3.389 3.175 0.209 -0.032
C -3.575 -1.592 -0.046 -0.032
B -0.264 0.814 2.782 -0.657
H -0.141 3.714 2.914 0.128
H 1.196 2.851 6.706 0.103
H 1.699 2.315 4.078 0.127
H -1.161 2.206 -2.075 0.056
H 3.354 -3.073 0.643 0.089
H -2.413 2.217 7.352 0.081
H 1.670 -3.481 0.319 0.072
H 4.542 4.933 -0.058 0.118
H -0.317 4.937 0.492 0.112
H 2.433 3.662 0.327 0.125
H 3.308 -2.233 3.166 0.112
H -1.682 0.676 7.775 0.081
H 0.532 2.702 -2.155 0.023
H 5.412 2.405 -2.975 0.063
H 4.526 0.611 -5.275 0.130
H -4.623 -1.794 0.153 0.090
H 6.683 3.674 -0.333 0.112
H -0.914 2.189 8.295 0.077
H -2.612 0.118 4.221 0.104
H 4.424 0.067 0.279 0.138
H -0.737 3.927 -1.989 0.092
H -3.089 -2.533 -0.303 0.056
H -3.511 -0.921 -0.901 0.070
H 1.862 -0.278 4.402 0.129
H -4.517 -1.199 2.697 0.111
H 5.869 0.378 -4.128 0.129
H 2.431 -2.151 -0.559 -0.007
H 4.760 2.885 -4.563 0.085
H 6.612 1.184 -0.128 0.116
H 3.979 -1.074 -3.432 0.146
```

Results
- charge = +1
- multiplicity = 2
- LUMO level (alpha / beta) (Ha) = -0.1626 / -0.1426
- energy (eV) = -106449.7568
- ⟨S²⟩ = 0.759

No. 3
Below is a molecular structure, C25H30CaCl2N6O2S4 at a distorted geometry, with properties calculated with ωB97M-V/def2-TZVPD.

Geometry as XYZ:
```
70
Properties=species:S:1:pos:R:3:nbo_charge:R:1
Ca -1.415 0.548 -0.434 1.737
Cl -0.939 -2.250 5.298 -0.084
Cl -2.577 -1.210 3.059 0.040
S -1.515 3.393 0.384 -0.795
S -3.538 3.577 0.481 -0.100
S -4.215 2.063 1.726 -0.123
S -4.039 0.314 0.684 -0.756
O -3.107 -3.134 -0.984 -0.688
O -0.879 2.625 -4.324 -0.701
N 1.171 2.530 -1.739 -0.460
N 1.466 1.476 2.092 -0.442
N -1.624 -1.418 -1.554 -0.823
N -0.379 -2.170 0.946 -0.449
N -1.317 1.155 -2.565 -0.812
N 2.624 -0.951 0.781 -0.440
C -0.226 -4.938 1.274 -0.197
C -2.937 -2.016 -3.541 -0.253
C 3.211 -0.367 1.966 -0.217
C 0.549 0.662 2.879 -0.440
C 3.206 -2.244 0.516 -0.405
C -2.248 -1.074 -2.764 0.200
C -2.071 -2.465 -0.860 0.593
C -0.807 2.242 -3.141 0.618
C -3.409 -0.400 -5.240 -0.251
C 1.324 2.886 2.415 -0.430
C 0.510 -4.084 2.089 -0.294
C -1.041 -4.377 0.315 -0.237
C 0.013 4.500 -2.425 -0.192
C -2.080 0.235 -3.294 0.098
C 2.141 3.312 -1.265 0.018
C -2.691 0.539 -4.519 -0.237
C 2.852 1.092 2.258 -0.219
C 2.128 4.689 -1.346 -0.289
C -1.097 -2.981 0.181 0.173
C -3.510 -1.695 -4.760 -0.256
C 2.694 -0.099 -0.394 -0.435
C -2.243 -2.579 4.137 -0.407
C 1.014 5.298 -1.923 -0.186
C 0.394 -2.722 1.879 0.041
C 0.124 3.109 -2.317 0.202
H -0.436 1.133 2.884 0.234
H 1.604 3.101 3.464 0.137
H 1.144 -4.461 2.882 0.206
H 4.291 -2.187 0.302 0.145
H 2.920 -0.988 2.822 0.184
H 0.877 0.553 3.930 0.151
H -0.861 4.921 -2.900 0.227
H 4.320 -0.402 1.916 0.151
H 3.737 0.152 -0.666 0.141
H 0.295 3.196 2.242 0.259
H 2.952 5.276 -0.959 0.197
H 2.983 2.793 -0.810 0.173
H -1.674 -4.968 -0.330 0.238
H 3.443 1.738 1.602 0.190
H 2.706 -2.693 -0.344 0.209
H -3.024 -3.023 -3.169 0.222
H -3.873 -0.119 -6.179 0.183
H 1.957 3.483 1.756 0.191
H 2.125 0.810 -0.224 0.247
H -3.131 -2.804 4.715 0.209
H -4.035 -2.458 -5.325 0.182
H -2.568 1.533 -4.914 0.242
H 3.192 1.288 3.297 0.155
H 3.068 -2.907 1.374 0.192
H 2.235 -0.619 -1.235 0.216
H -1.928 -3.425 3.535 0.219
H 0.942 6.377 -1.976 0.197
H 0.453 -0.315 2.416 0.213
H 0.941 -2.040 2.521 0.194
H -0.173 -6.014 1.402 0.199
```

Results
- charge = -2
- LUMO level (Ha) = 0.1464
- energy (eV) = -126277.5081

No. 4
Below is a molecular structure, C25H30ClN7NaO2S3, with properties calculated with ωB97M-V/def2-TZVPD.

Geometry as XYZ:
```
69
Properties=species:S:1:pos:R:3:nbo_charge:R:1
Cl 2.845 -7.094 1.953 -0.054
S -2.862 2.234 -2.066 0.399
S -2.413 0.883 0.615 -0.440
S -1.949 4.288 -4.055 -0.272
Na -0.177 -0.503 -0.498 0.869
O 1.280 -2.038 -1.481 -0.637
O -0.192 -2.168 1.019 -0.782
N 0.750 1.193 -2.637 -0.404
N -1.819 -2.168 -2.683 -0.515
N -1.170 -1.015 3.785 -0.871
N -0.856 3.631 -1.641 -0.281
N 1.426 1.153 0.480 -0.877
N -2.987 -2.484 -0.834 -0.336
N -0.964 2.864 -0.491 -0.363
C 1.435 -3.728 0.229 -0.334
C 1.090 -5.112 2.634 -0.208
C -0.723 0.320 4.186 -0.217
C 0.614 -0.761 -4.353 -0.746
C 1.102 1.474 1.872 -0.232
C 0.799 0.420 4.173 -0.399
C -3.268 -2.830 0.544 -0.396
C -1.858 -2.774 -1.518 0.171
C 0.390 -3.962 2.419 -0.259
C 2.141 -4.924 0.487 -0.166
C 1.418 0.295 2.782 -0.410
C 1.652 6.074 -0.487 -0.216
C 0.555 5.227 -0.504 -0.232
C -1.974 2.049 -0.560 -0.121
C -2.989 -1.450 -2.756 -0.111
C -3.717 -1.624 -1.617 -0.086
C 0.252 4.523 -1.663 0.232
C 2.442 6.215 -1.618 -0.223
C 2.137 5.496 -2.765 -0.213
C -1.776 3.471 -2.608 -0.103
C 0.690 0.331 -3.393 0.351
C 1.970 -5.608 1.652 -0.114
C 1.745 -3.073 -1.018 0.430
C 0.500 -3.209 1.194 0.430
C 1.046 4.642 -2.794 -0.215
H 2.418 0.979 0.367 0.353
H -0.873 -1.226 2.833 0.390
H 1.596 -1.222 -4.448 0.248
H 3.299 6.877 -1.603 0.204
H 2.513 -3.611 -1.614 0.098
H 1.198 -0.366 4.819 0.202
H 1.172 1.921 -0.132 0.393
H -2.699 -3.717 0.813 0.217
H 0.806 4.067 -3.674 0.246
H -3.223 -0.834 -3.609 0.207
H -1.153 1.112 3.559 0.180
H 0.981 -5.653 3.567 0.215
H -1.091 -3.408 -1.104 0.214
H -0.094 -1.499 -3.970 0.312
H 1.067 -0.618 2.296 0.224
H 2.833 -5.295 -0.261 0.212
H 0.290 -0.380 -5.320 0.242
H -0.270 -3.560 3.179 0.226
H -1.071 0.499 5.208 0.172
H 1.889 6.623 0.416 0.208
H -4.332 -3.033 0.657 0.196
H -2.970 -2.012 1.198 0.232
H -4.640 -1.189 -1.276 0.223
H 2.505 0.192 2.877 0.186
H -0.064 5.088 0.372 0.236
H 1.089 1.380 4.617 0.188
H -2.183 -1.030 3.760 0.348
H 0.035 1.694 1.898 0.220
H 2.760 5.591 -3.646 0.207
H 1.627 2.370 2.237 0.152
```

Results
- charge = -1
- LUMO level (Ha) = 0.0747
- energy (eV) = -90387.3011